1.
Formula: C8H15GeO6PtSe
Source: OMol25
Level of theory: the ωB97M-V functional and the def2-TZVPD basis

Calculated values
Relative energy (zero: lowest compared OMol25 entry of this formula, charge and spin)   144.19 kJ/mol
Frontier orbital gap   7.176 eV
Calculated total energy   -5363.01170 Ha

```
! RIJCOSX wB97M-V def2-TZVPD def2/J DEFGRID3
* xyz -1 1
Pt 2.168 0.140 1.535
O 2.865 -2.255 4.883
C 2.808 -1.456 3.975
O 1.910 -1.270 3.082
C 4.085 -0.392 3.825
O 4.934 -0.474 4.689
O 3.971 0.359 2.808
O 0.432 1.598 -0.250
C 1.575 1.949 -0.555
O 2.659 1.617 0.014
H 1.694 2.639 -1.416
C -1.255 1.078 -2.659
Ge -1.946 0.373 -0.944
C -3.696 -0.391 -1.558
C -2.432 1.597 0.515
C -1.147 -1.347 -0.301
Se 0.633 -1.617 0.463
C 1.599 -1.487 -1.226
H -1.991 1.770 -3.071
H -1.129 0.256 -3.365
H -0.311 1.600 -2.550
H -4.359 0.393 -1.928
H -4.219 -0.910 -0.753
H -3.551 -1.103 -2.373
H -3.027 2.428 0.135
H -1.541 1.985 0.996
H -3.026 1.053 1.250
H -1.205 -2.057 -1.129
H -1.825 -1.704 0.476
H 1.334 -0.543 -1.695
H 1.330 -2.323 -1.870
H 2.662 -1.507 -1.003
*
```

***

2.
Formula: C8H15IS
Source: OMol25
Level of theory: the ωB97M-V functional and the def2-TZVPD basis

Calculated values
Relative energy (zero: lowest compared OMol25 entry of this formula, charge and spin)   398.12 kJ/mol
Frontier orbital gap   7.327 eV
Calculated total energy   -1009.51928 Ha

```
! RIJCOSX wB97M-V def2-TZVPD def2/J DEFGRID3
* xyz 0 1
C 1.992 -1.774 -0.131
C 1.060 -1.670 -1.320
C 1.320 -1.820 1.193
C 0.083 -0.618 -1.140
C 0.277 -0.674 1.323
C -0.748 -0.718 0.127
C -1.030 4.064 -0.206
C -1.972 -0.026 0.447
S -1.321 2.298 0.441
I -3.630 -0.277 -0.829
H 2.749 -2.645 -0.135
H 2.690 -0.908 -0.158
H 1.620 -1.407 -2.271
H 0.551 -2.621 -1.498
H 0.711 -2.741 1.197
H 1.828 -1.669 2.166
H 0.571 0.284 -0.910
H -0.692 -0.520 -2.034
H -0.449 -0.906 2.156
H 0.709 0.341 1.608
H -1.005 -1.885 0.030
H -1.913 4.608 -0.148
H -0.216 4.464 0.367
H -0.665 4.076 -1.254
H -2.521 2.744 0.978
*
```